{
  "formula": "C31H46BiNO2",
  "method": "ωB97M-V with the def2-TZVPD basis set",
  "e_above_lowest_kj_mol": 0.0,
  "largest_force_ev_per_a": 3.1,
  "species": ["O", "C", "C", "H", "H", "C", "H", "H", "C", "H", "H", "H", "C", "H", "H", "H", "Bi", "C", "C", "C", "H", "C", "C", "H", "H", "H", "H", "C", "C", "C", "H", "C", "C", "H", "H", "H", "H", "O", "C", "C", "H", "H", "C", "H", "H", "C", "H", "H", "H", "H", "C", "C", "C", "C", "C", "C", "C", "C", "N", "C", "C", "C", "C", "H", "H", "H", "H", "H", "H", "H", "H", "H", "H", "H", "H", "H", "H", "H", "H", "H", "H"],
  "positions_angstrom": [[2.65575, 2.46723, -3.12004], [2.42685, 1.63559, -4.29108], [3.84723, 1.08306, -4.28068], [2.18652, 2.25463, -5.15300], [1.62103, 0.89377, -4.10535], [3.93799, 1.86390, -2.92018], [4.44719, 1.45790, -5.10357], [3.99020, 0.01961, -4.09874], [5.08155, 2.87066, -2.82430], [5.07417, 3.62363, -3.63736], [6.02333, 2.29272, -2.89647], [5.04981, 3.36511, -1.83176], [3.96447, 0.86416, -1.77755], [3.17760, 0.08300, -1.86566], [3.82501, 1.32586, -0.79384], [4.95526, 0.38022, -1.81199], [-0.38258, 0.05321, 0.04103], [0.87296, -2.79842, -1.22285], [-0.46924, -2.26815, -1.18812], [-0.62299, -1.44757, -2.36539], [-1.29317, -2.64184, -0.58570], [0.60516, -1.45996, -3.06621], [1.52819, -2.25066, -2.33688], [2.56039, -2.45280, -2.64215], [1.26324, -3.57696, -0.57092], [-1.58599, -1.08304, -2.73340], [0.78614, -1.00103, -4.03405], [1.57626, -1.64803, 2.14528], [2.84938, -1.55710, 1.57573], [3.07646, -0.21124, 1.20775], [3.56807, -2.38006, 1.50056], [1.96168, 0.55708, 1.57135], [0.97298, -0.33879, 2.15194], [0.11114, -0.05144, 2.75916], [1.14907, -2.54077, 2.61274], [4.00774, 0.18441, 0.76461], [1.90495, 1.65593, 1.59304], [0.14688, 3.24290, -1.63560], [1.02115, 4.25441, -2.18135], [0.27412, 5.51792, -2.61622], [1.52680, 3.83236, -3.04714], [1.81994, 4.49966, -1.46817], [-1.18130, 5.22936, -2.24019], [0.36519, 5.69405, -3.69680], [0.65950, 6.43134, -2.13812], [-1.14761, 3.88172, -1.49944], [-1.80537, 5.15980, -3.13265], [-1.57489, 6.03230, -1.61638], [-1.93785, 3.19076, -1.83939], [-1.31534, 4.07959, -0.42444], [-4.16183, -3.99475, 4.84984], [-3.09564, -3.62379, 3.83911], [-2.10408, -4.55925, 3.53009], [-1.12526, -4.28023, 2.56519], [-0.05044, -5.29126, 2.30378], [-1.17111, -3.05958, 1.91353], [-2.12794, -2.06203, 2.19953], [-3.07350, -2.37422, 3.21444], [-2.09874, -0.84092, 1.51907], [-3.13308, 0.20608, 1.80873], [-4.54923, -0.27999, 1.51984], [-2.96814, 0.79616, 3.21014], [-2.88680, 1.34032, 0.82260], [-4.86706, -4.73616, 4.43293], [-3.69710, -4.44980, 5.74060], [-4.73930, -3.11019, 5.15880], [-2.09186, -5.52337, 4.04285], [0.49304, -5.50905, 3.23178], [-0.48331, -6.23572, 1.95583], [0.66318, -4.94145, 1.55336], [-0.39612, -2.83562, 1.17729], [-3.81157, -1.63569, 3.53757], [-4.91776, -1.04232, 2.20521], [-5.22245, 0.58251, 1.59077], [-4.60260, -0.68839, 0.50440], [-1.94117, 1.15197, 3.37859], [-3.63961, 1.66047, 3.28311], [-3.21175, 0.10774, 4.02262], [-1.90501, 1.82032, 0.98585], [-3.02085, 1.00082, -0.21126], [-3.61796, 2.13738, 0.98376]],
  "forces_ev_per_a": [[0.5049, -1.1618, -0.5438], [-0.7866, -0.3223, 0.2082], [-0.0718, 0.4371, 0.9546], [-0.1545, -0.0067, -0.0809], [0.4528, 0.5426, -0.1171], [1.2052, -0.5585, -0.7951], [0.2460, -0.0459, 0.0749], [-0.1575, -0.0459, -0.4736], [0.0667, -0.1159, 0.3211], [-0.1665, -0.4218, 0.4683], [-0.3263, 0.3907, 0.0911], [0.1099, -0.0604, -0.5753], [-0.1137, -0.1251, 0.1728], [0.4458, 0.4694, -0.1234], [0.1033, 0.1686, -0.3778], [-0.3578, -0.0068, 0.2116], [-0.0794, -2.8269, 1.2507], [0.3503, 0.4683, -0.3578], [0.3704, 0.6688, 0.5853], [0.5271, 0.0576, -1.0922], [0.1334, -0.0870, -0.3235], [-1.0945, 0.2200, 0.4729], [-0.2865, -0.6778, 0.3997], [-0.4807, 0.0429, 0.2041], [-0.0171, 0.4758, 0.0417], [0.4266, 0.0361, 0.1510], [-0.0373, -0.0115, 0.3062], [0.5645, -0.2325, 0.2770], [-0.7721, -0.3255, 0.5563], [0.1444, 1.0651, -0.0134], [-0.3868, 0.3863, -0.1197], [0.9344, 0.3336, -0.1907], [-0.2940, -0.5559, -0.6907], [0.4720, -0.0980, -0.0089], [0.2081, 0.5499, -0.3356], [-0.8022, -0.3959, 0.4125], [-0.0041, -0.6132, -0.1998], [-0.9747, 1.6140, -0.5928], [1.0317, 0.2701, -0.6410], [-0.2068, 0.1151, 0.0886], [-0.4342, 0.3423, 0.4996], [-0.2360, -0.1841, 0.1179], [-0.0939, -0.1406, -0.2340], [0.0379, -0.1989, 0.2754], [-0.1443, -0.3978, 0.0443], [-0.2070, -0.2177, 0.9398], [0.0004, 0.0256, 0.0692], [-0.1697, -0.2039, 0.0434], [0.3665, 0.1578, 0.0416], [-0.0087, -0.2041, -0.2263], [-0.0089, 0.0892, 0.0704], [0.4768, -0.1963, -0.2009], [-0.0640, 0.0170, -0.1316], [-0.7746, 0.2219, 0.6014], [0.1514, -0.1504, -0.0593], [0.2925, 0.2536, -0.4572], [-0.0186, 0.1710, 0.1946], [-0.1465, 0.0848, 0.0284], [0.1460, 0.9280, -0.8473], [1.0017, -0.7619, -0.3081], [-0.4745, 0.0877, 0.0305], [-0.2073, 0.3307, 0.2692], [-0.3252, 0.4904, 0.2036], [0.2821, 0.3182, 0.1163], [-0.2342, 0.2002, -0.2760], [0.1628, -0.3071, -0.0406], [-0.0234, 0.1997, -0.1026], [-0.0222, 0.0354, -0.1944], [0.0891, 0.1190, 0.0023], [-0.0476, -0.0428, 0.0719], [-0.3900, -0.1608, 0.3696], [0.3978, -0.5509, -0.1590], [0.0643, 0.1431, -0.1866], [-0.0622, -0.1619, -0.0669], [0.0195, 0.0850, 0.1396], [-0.2173, -0.1032, -0.1578], [0.0921, -0.0636, 0.2094], [0.0689, 0.1315, -0.2068], [-0.2942, -0.0334, -0.0849], [0.1940, 0.0507, 0.0370], [0.0339, -0.0200, -0.0308]]
}



{
  "formula": "C31H46Cl18N2O5P",
  "method": "ωB97M-V with the def2-TZVPD basis set",
  "charge": -1,
  "largest_force_ev_per_a": 2.4,
  "species": ["C", "C", "P", "C", "C", "C", "N", "C", "O", "C", "C", "O", "O", "C", "C", "C", "C", "O", "N", "C", "O", "H", "H", "H", "H", "H", "H", "H", "H", "H", "H", "Cl", "C", "C", "Cl", "H", "H", "H", "H", "Cl", "C", "C", "Cl", "H", "H", "H", "H", "Cl", "C", "C", "Cl", "H", "H", "H", "H", "Cl", "C", "C", "Cl", "H", "H", "H", "H", "Cl", "C", "C", "Cl", "H", "H", "H", "H", "Cl", "C", "C", "Cl", "H", "H", "H", "H", "Cl", "C", "C", "Cl", "H", "H", "H", "H", "Cl", "C", "C", "Cl", "H", "H", "H", "H", "Cl", "C", "C", "Cl", "H", "H", "H", "H"],
  "positions_angstrom": [[-3.31067, 5.01894, 3.00695], [-3.19574, 5.28951, 4.52227], [-2.02647, 4.08075, 5.35751], [-0.76731, 5.07178, 6.29462], [-1.21631, 3.16002, 3.96931], [-1.68004, 1.87187, 3.63433], [-2.76752, 1.33212, 4.41622], [-2.36579, 0.77200, 5.42323], [-1.99687, 0.41438, 6.46867], [-1.12681, 1.12600, 2.56642], [-1.68965, -0.26220, 2.20973], [-0.85575, -1.11150, 1.81252], [-2.91104, -0.48903, 2.33790], [-0.08909, 1.67319, 1.81459], [0.35819, 2.92946, 2.16332], [-0.17004, 3.69370, 3.20942], [0.53346, 5.03202, 3.24944], [0.20909, 6.08093, 3.71163], [1.77151, 4.79473, 2.50342], [1.42512, 3.77429, 1.53166], [1.89592, 3.67807, 0.43061], [-3.59550, 3.98439, 2.80111], [-4.06288, 5.67363, 2.55059], [-2.36409, 5.21035, 2.49246], [-4.18978, 5.08055, 4.92877], [-2.89911, 6.32902, 4.69270], [0.23971, 4.65317, 6.25508], [-0.79037, 6.10746, 5.93951], [-1.10934, 5.10596, 7.33383], [0.36038, 1.13650, 0.96074], [2.36820, 4.30346, 3.17237], [0.83294, -0.03975, -0.47829], [-0.21857, -0.94890, -1.58212], [-0.68594, -0.13611, -2.75956], [-1.80926, 1.14720, -2.24819], [-1.06012, -1.31271, -0.99337], [0.35447, -1.80988, -1.92849], [-1.22401, -0.78497, -3.45072], [0.13626, 0.32939, -3.29885], [-4.49644, 2.38810, 0.95034], [-5.19498, 0.77455, 0.66583], [-5.21539, 0.42839, -0.79962], [-6.37827, 1.43033, -1.72329], [-6.19571, 0.75790, 1.09337], [-4.57383, 0.05968, 1.21232], [-5.52221, -0.60693, -0.92981], [-4.23567, 0.55327, -1.25076], [-0.11130, 6.58616, -3.76981], [1.25618, 6.79118, -2.64085], [1.06128, 6.02773, -1.35607], [-0.24430, 6.70828, -0.35675], [1.38095, 7.85575, -2.45644], [2.14541, 6.42486, -3.15215], [1.97044, 6.06856, -0.75797], [0.82693, 4.98316, -1.54411], [0.63934, -4.38087, 0.12962], [2.11865, -3.86743, 0.98070], [2.99784, -3.00128, 0.11751], [3.73162, -3.91380, -1.23417], [2.64212, -4.76222, 1.31254], [1.80072, -3.30666, 1.85923], [3.82115, -2.59915, 0.70588], [2.44271, -2.17063, -0.29955], [5.67532, -0.50786, -1.26195], [6.47626, -1.78655, -2.20784], [7.97738, -1.65949, -2.17636], [8.55537, -0.22503, -3.06825], [6.09295, -1.74274, -3.22454], [6.17636, -2.73714, -1.77130], [8.42907, -2.52981, -2.65003], [8.34940, -1.59226, -1.15686], [-4.70548, -1.19201, -3.55677], [-5.78224, -2.16981, -4.58337], [-6.33063, -1.38469, -5.74805], [-7.48027, -0.12723, -5.23195], [-6.57936, -2.56181, -3.95580], [-5.19326, -3.00942, -4.95117], [-6.87041, -2.05269, -6.41845], [-5.53494, -0.90251, -6.31127], [3.43576, -9.65264, 1.61950], [1.88928, -8.77163, 1.46669], [1.58417, -8.39218, 0.04181], [2.69045, -7.14224, -0.58037], [1.93738, -7.89555, 2.10894], [1.11056, -9.43243, 1.84501], [0.57551, -7.97950, -0.02217], [1.64333, -9.25293, -0.62145], [-4.19722, -7.37256, -2.63960], [-2.47626, -7.46953, -3.08895], [-1.79042, -8.65593, -2.46044], [-1.62523, -8.47817, -0.69490], [-1.99908, -6.53568, -2.80051], [-2.43526, -7.55617, -4.17382], [-0.78329, -8.75488, -2.86461], [-2.32979, -9.57952, -2.65655], [4.13988, 3.17602, 0.22546], [5.17017, 3.19236, -1.23194], [6.60874, 3.53573, -0.93654], [6.80602, 5.23641, -0.42793], [4.73112, 3.89654, -1.93640], [5.11851, 2.19469, -1.66571], [7.21426, 3.40228, -1.83268], [7.01385, 2.90117, -0.15256]],
  "forces_ev_per_a": [[0.1538, 0.3141, -0.0219], [0.2893, -0.4803, -0.8885], [-0.7560, -0.9026, 0.8562], [-0.5204, 0.6416, -0.3807], [0.2236, 1.0885, 0.0612], [0.0971, 0.3575, -0.5372], [0.9183, -0.5656, 0.0725], [-0.1978, 1.0961, 0.4044], [-0.2738, -0.6445, -0.2100], [-0.6538, 0.0131, 0.2734], [-0.1929, -1.7218, -0.2881], [0.5233, 0.7328, 0.0781], [0.0308, 0.9275, 0.0662], [-0.0129, 0.0865, -0.0018], [0.5446, 1.1245, -0.0115], [-0.7427, -0.6801, -0.0432], [-0.1097, -1.4949, -0.2767], [0.0910, 0.0164, 0.0690], [0.2654, 0.8489, -0.3036], [-0.7920, -1.0137, 0.0947], [-2.0641, 0.7289, 0.7781], [0.0186, 0.1459, 0.1153], [0.0434, -0.1144, 0.1216], [-0.1038, -0.0117, 0.0639], [0.2398, 0.2977, 0.3258], [-0.0552, -0.1387, 0.1565], [-0.1135, 0.0696, -0.0662], [0.4365, -0.1936, -0.0469], [0.1132, -0.2854, -0.1148], [-0.7816, 0.7908, 1.4290], [0.3732, 0.4065, -0.0966], [0.6614, -0.6807, -1.4214], [-0.1059, -0.4253, 0.0234], [0.0228, -0.0460, -0.0601], [0.0177, 0.1328, -0.0667], [0.0627, 0.0632, 0.1237], [-0.0021, 0.0228, -0.0386], [-0.0691, 0.0040, 0.0594], [0.0227, 0.0574, 0.1136], [-0.0214, 0.0306, -0.0376], [-0.0571, -0.3205, 0.0548], [-0.0088, -0.0702, 0.2529], [-0.0229, 0.0391, -0.0464], [-0.0243, 0.1434, -0.0713], [0.1698, 0.1393, -0.0440], [-0.0611, 0.0215, 0.0656], [-0.0277, 0.0941, 0.0102], [-0.0151, 0.0352, -0.0216], [0.1290, 0.0474, 0.0533], [0.1385, -0.0999, -0.0468], [-0.0792, 0.0030, 0.0545], [-0.0951, -0.0015, 0.0014], [-0.0275, -0.0642, 0.0177], [-0.0056, 0.0071, -0.0154], [-0.0413, 0.0224, 0.0134], [-0.0323, 0.0097, -0.0062], [0.0195, -0.0282, 0.1674], [-0.0035, 0.1109, 0.2506], [0.0281, -0.0318, -0.1337], [-0.0184, -0.0415, -0.1192], [-0.0802, 0.1230, -0.1157], [-0.0011, -0.0554, 0.0182], [-0.0604, 0.0580, -0.1058], [-0.0454, 0.0013, 0.0415], [0.0342, -0.1152, -0.0494], [0.0267, -0.1161, 0.0277], [0.0160, 0.0352, 0.0220], [0.0099, 0.0790, 0.0126], [0.0167, 0.0240, 0.0452], [-0.0430, 0.0168, -0.0505], [-0.0315, 0.0917, -0.0083], [0.0536, -0.0712, -0.1610], [0.0638, -0.1359, 0.0138], [-0.0233, -0.0592, -0.1108], [0.0156, 0.0167, -0.0033], [-0.0186, 0.0939, 0.0145], [-0.0003, 0.0326, -0.0542], [-0.0092, -0.0318, 0.0526], [0.0093, 0.0523, 0.0805], [0.0272, 0.0061, 0.0220], [-0.1242, 0.0075, 0.0378], [-0.1065, 0.1260, -0.0139], [0.1227, -0.1368, -0.0172], [0.0798, 0.0113, -0.0426], [0.0105, -0.0260, -0.0515], [0.4113, -0.0037, 0.1273], [0.0560, -0.0100, 0.0356], [-0.0055, 0.0070, 0.0131], [0.0622, 0.0732, -0.0887], [0.1167, -0.0650, -0.1256], [-0.4884, -0.0909, -0.0662], [-0.0389, -0.0208, 0.0841], [-0.0007, -0.0647, 0.0140], [0.0021, 0.0828, 0.0084], [-0.0656, 0.0378, 0.0731], [2.2933, -0.4360, -0.6733], [0.1179, -0.1908, 0.1827], [0.0603, -0.1421, -0.1704], [0.0127, 0.0171, 0.0372], [0.0032, 0.0561, 0.0794], [0.0733, 0.0196, 0.0056], [-0.0399, 0.0368, -0.0129], [-0.0577, 0.0524, 0.0608]]
}



The calculation returns the following orbital gap values, one per record and in order: 6.27 7.05 eV.
The calculation returns the following HOMO energy values, one per record and in order: -6.97 -5.39 eV.